Entry A
21
Properties=species:S:1:pos:R:3:lowdin_charge:R:1 method="wB97M-V/def2-TZVPD" smiles="C=C(O)N(C)C.NC=O" gap_ev=9.103 spin_multiplicity=1 e_lumo_ha=0.0216
C -0.988 1.605 -1.033 0.0421
C -0.890 0.543 -0.194 -0.4587
O -1.892 0.351 0.746 0.0120
N -0.058 -0.621 -0.355 -0.2065
C 0.686 -0.689 -1.611 -0.0744
C -0.644 -1.913 0.002 -0.0574
H -1.513 2.483 -0.689 0.0599
H -0.295 1.730 -1.843 0.0475
H -2.608 0.975 0.583 0.1125
H 1.358 0.165 -1.667 0.0815
H 0.039 -0.682 -2.491 0.0938
H 1.313 -1.578 -1.588 0.0924
H 0.152 -2.638 0.174 0.0898
H -1.221 -1.815 0.916 0.0788
H -1.312 -2.283 -0.781 0.0911
N 0.893 0.564 2.208 0.1114
C 1.701 0.630 1.106 -0.4664
O 2.891 0.444 1.090 0.0123
H 1.349 0.331 3.076 0.1044
H -0.002 1.020 2.039 0.0800
H 1.039 1.377 0.311 0.1542

---

Entry B
21
Properties=species:S:1:pos:R:3:lowdin_charge:R:1 method="wB97M-V/def2-TZVPD" gap_ev=8.930 spin_multiplicity=1 e_lumo_ha=0.0197
C 1.428 1.106 1.301 -0.1107
C -1.871 -0.685 0.737 -0.0263
N 0.176 0.934 0.569 -0.0331
C -0.345 -0.733 0.689 -0.5870
O 0.249 -1.472 1.539 -0.0938
H -0.576 1.492 0.959 0.1084
H 2.244 0.611 0.771 0.0819
H 1.373 0.658 2.296 0.0831
H 1.646 2.171 1.409 0.0766
H -2.263 -1.697 0.632 0.0869
H -2.178 -0.290 1.709 0.0823
H -2.296 -0.054 -0.049 0.0679
N -0.413 0.950 -2.161 0.1203
C 0.175 -1.032 -0.838 -0.3018
C 0.446 0.343 -1.316 -0.1173
O 1.346 -1.795 -0.748 -0.0370
H 1.405 -1.974 0.229 0.0896
H -1.156 0.405 -2.576 0.1130
H -0.256 1.925 -2.371 0.1139
H -0.609 -1.536 -1.416 0.1445
H 1.476 0.673 -1.365 0.1386

---

Which of them is the most stable, and which is the least stable? entry A and entry B, in that order.

---

Entry A
21
Properties=species:S:1:pos:R:3:lowdin_charge:R:1 method="wB97M-V/def2-TZVPD" gap_ev=10.274 spin_multiplicity=1 e_lumo_ha=0.0284
C -1.931 -0.803 0.081 -0.4485
C 2.128 0.880 -1.168 -0.0539
C 2.311 0.204 1.179 -0.0536
C -2.995 0.109 -0.515 -0.0425
N 1.415 0.462 0.045 -0.2349
N -0.650 -0.134 0.078 0.0677
C 0.492 -0.747 -0.223 -0.5355
O -2.288 -1.233 1.392 -0.0240
O 0.858 -1.825 -0.621 0.0897
H -2.355 -0.449 1.952 0.0868
H 0.139 0.865 0.293 0.2122
H -1.846 -1.728 -0.495 0.1496
H 1.399 1.106 -1.945 0.0945
H 2.717 1.773 -0.957 0.0870
H 1.712 -0.063 2.049 0.0950
H 2.887 1.103 1.402 0.0871
H 2.994 -0.619 0.951 0.0955
H 2.787 0.082 -1.521 0.0946
H -3.967 -0.382 -0.485 0.0783
H -3.055 1.040 0.056 0.0773
H -2.752 0.358 -1.549 0.0778

---

Entry B
21
Properties=species:S:1:pos:R:3:lowdin_charge:R:1 method="wB97M-V/def2-TZVPD" gap_ev=8.316 spin_multiplicity=1 e_lumo_ha=0.0224
C -0.998 1.678 -0.352 0.0016
N -0.610 0.420 0.315 -0.2141
C 0.951 0.371 0.812 -0.3749
O -1.463 0.257 1.483 0.0234
N 1.481 1.438 1.273 0.0377
H -0.943 0.682 2.189 0.1165
H 1.310 2.278 0.728 0.0246
H 1.043 -0.545 1.381 0.1006
H -1.991 1.543 -0.766 0.1036
H -0.290 1.885 -1.150 0.1027
H -0.989 2.484 0.377 0.1001
C 1.649 -0.373 -0.967 -0.0364
C -0.715 -2.123 0.060 0.0093
C -0.733 -0.795 -0.646 -0.4491
O -1.233 -0.601 -1.724 0.1085
H -0.567 -2.891 -0.696 0.0977
H 0.056 -2.206 0.820 0.0787
H 1.455 -1.263 -1.566 0.0234
H 2.630 -0.481 -0.509 0.0254
H 1.643 0.516 -1.598 0.0223
H -1.686 -2.274 0.534 0.0985

---

Which of them is the most stable, and which is the least stable? entry A and entry B, in that order.

---

Entry A
21
Properties=species:S:1:pos:R:3:lowdin_charge:R:1 method="wB97M-V/def2-TZVPD" gap_ev="7.292 / 7.292" spin_multiplicity=1 e_lumo_ha="0.0270 / 0.0270"
C 0.243 0.362 -0.374 -0.4644
C -0.426 -0.162 0.772 -0.0504
C 1.638 0.621 1.321 -0.1685
C -0.241 1.644 -0.975 -0.0145
C -2.155 -0.708 -0.195 -0.4280
N 0.895 -0.492 -1.213 0.1391
N -2.310 -2.056 -0.321 0.1041
O 2.636 -0.318 0.925 -0.1472
O -3.021 0.075 -0.558 -0.0240
H 3.474 -0.128 1.368 0.0807
H 1.436 -0.064 -1.952 0.1077
H 1.371 -1.271 -0.772 0.1010
H -1.518 -2.652 -0.136 0.0779
H -3.198 -2.437 -0.630 0.0974
H -0.099 -1.109 1.181 0.0951
H -0.943 0.536 1.413 0.1054
H 1.444 0.513 2.391 0.0745
H 1.937 1.656 1.132 0.0626
H 0.126 2.499 -0.405 0.0869
H -1.335 1.710 -0.953 0.0785
H 0.045 1.782 -2.019 0.0861

---

Entry B
21
Properties=species:S:1:pos:R:3:lowdin_charge:R:1 method="wB97M-V/def2-TZVPD" smiles="CNC(C)=O.CC(N)=O" gap_ev=9.465 spin_multiplicity=1 e_lumo_ha=0.0159
C -1.557 1.970 0.204 -0.0887
N -0.874 0.674 0.490 -0.0286
C -1.428 -0.519 -0.007 -0.4715
C -0.536 -1.743 0.252 -0.0452
O -2.516 -0.536 -0.580 0.0237
H -2.427 1.709 -0.519 0.1000
H -1.983 2.379 1.180 0.0799
H -0.812 2.777 -0.203 0.0880
H 0.078 0.699 0.919 0.0837
H 0.299 -1.641 0.963 0.0512
H -0.117 -1.949 -0.738 0.0794
H -1.073 -2.619 0.620 0.0881
C 2.109 1.094 -0.850 0.0103
C 1.616 -0.162 -0.176 -0.5944
N 1.712 -0.144 1.193 0.0942
O 1.087 -1.048 -0.780 -0.0136
H 2.537 0.939 -1.875 0.1067
H 2.788 1.692 -0.190 0.0907
H 1.204 1.651 -1.071 0.0674
H 1.504 -1.023 1.757 0.1425
H 2.342 0.514 1.707 0.1360

---

Entry C
21
Properties=species:S:1:pos:R:3:lowdin_charge:R:1 method="wB97M-V/def2-TZVPD" smiles="CC(=O)ON.C/C=N/C" gap_ev=10.301 spin_multiplicity=1 e_lumo_ha=0.0325
C 2.578 -0.777 1.160 -0.0034
C 2.402 -1.199 -0.271 -0.5659
O 3.240 -1.116 -1.127 0.0953
O 1.193 -1.687 -0.609 -0.0596
N 0.212 -1.725 0.439 0.0487
H 1.919 0.061 1.376 0.0745
H 3.612 -0.489 1.322 0.0866
H 2.298 -1.598 1.815 0.0813
H -0.266 -0.810 0.399 0.0361
H -0.441 -2.439 0.124 0.0905
C -3.104 0.249 0.083 -0.0694
C -2.024 1.099 -0.481 -0.2277
N -0.813 0.896 -0.216 -0.0599
C 0.211 1.722 -0.779 -0.1125
H -3.625 -0.263 -0.726 0.0786
H -2.699 -0.483 0.776 0.0701
H -3.831 0.874 0.599 0.0759
H -2.351 1.912 -1.145 0.1209
H 0.775 2.175 0.038 0.0820
H -0.179 2.511 -1.433 0.0779
H 0.895 1.088 -1.345 0.0800

---

Entry D
21
Properties=species:S:1:pos:R:3:lowdin_charge:R:1 method="wB97M-V/def2-TZVPD" smiles="C[C@@H](N)C(C)(C)[N+](=O)[O-]" gap_ev=10.040 spin_multiplicity=1 e_lumo_ha=0.0227
C -1.170 -1.193 1.132 -0.0515
C -0.935 -0.488 -0.187 -0.3039
N -1.951 0.523 -0.293 0.0308
C 0.724 0.107 -0.326 -0.3441
C 0.863 1.110 0.851 -0.0355
C 0.952 0.621 -1.728 0.0008
N 1.422 -1.106 0.020 -0.4057
O 1.928 -1.209 1.101 0.0974
O 1.365 -2.002 -0.787 0.0809
H -0.561 -0.924 1.909 0.0435
H -2.104 -1.052 1.585 0.0769
H -1.023 -2.186 1.013 0.0537
H -1.205 -1.198 -1.050 0.1603
H -2.121 1.044 0.545 0.0671
H -1.854 1.261 -0.988 0.0769
H 0.346 2.167 0.743 0.1253
H 0.490 0.831 1.812 0.0602
H 1.870 1.406 0.884 0.0602
H 0.138 1.107 -2.142 0.0568
H 1.657 1.425 -1.864 0.0929
H 1.170 -0.245 -2.230 0.0570

---

Which of them is the most stable, and which is the least stable? entry C and entry D, in that order.

---

Entry A
19
Properties=species:S:1:pos:R:3:lowdin_charge:R:1 method="wB97M-V/def2-TZVPD" gap_ev=9.448 spin_multiplicity=1 e_lumo_ha=0.0196
C 1.435 -1.779 1.053 -0.0623
O 1.053 -0.591 0.372 -0.1519
C -0.198 -0.652 -0.237 -0.3970
O -1.231 -0.419 0.696 -0.1114
C -1.142 1.736 0.624 -0.2648
O -2.139 2.364 0.945 0.1100
C -0.618 1.724 -0.737 0.0161
C -0.263 0.499 -1.237 -0.2478
N -0.086 0.167 -2.521 0.1552
H 0.730 -2.000 1.866 0.0978
H 1.477 -2.624 0.349 0.0954
H 2.429 -1.596 1.473 0.0984
H -0.386 -1.627 -0.710 0.1578
H -0.997 2.492 -1.409 0.1257
H -0.177 0.860 -3.250 0.1184
H 0.314 -0.727 -2.768 0.1146
O -0.135 1.304 2.055 -0.1138
H -0.739 -0.049 1.774 0.2183
H 0.674 0.919 1.663 0.0411

---

Entry B
19
Properties=species:S:1:pos:R:3:lowdin_charge:R:1 method="wB97M-V/def2-TZVPD" gap_ev="9.427 / 5.813" spin_multiplicity=1 e_lumo_ha="-0.0103 / -0.0851"
C 2.446 1.208 -1.367 -0.0571
C 1.204 0.491 -0.897 -0.2749
C 1.358 -1.005 -0.744 -0.2370
O 2.240 -1.256 0.341 -0.0588
H 2.266 -2.217 0.497 0.0967
C 0.080 1.156 -0.606 -0.0354
C -1.064 0.626 0.163 -0.3129
O -1.476 1.197 1.285 -0.0142
O -4.651 -2.153 3.274 0.0657
N -4.754 -1.074 2.702 -0.1351
O -5.740 -0.580 2.169 0.0704
H 3.217 0.486 -1.689 0.0810
H 2.190 1.870 -2.215 0.0856
H 2.891 1.847 -0.579 0.0929
H 0.394 -1.509 -0.594 0.1125
H 1.795 -1.388 -1.680 0.1220
H 0.052 2.209 -0.890 0.1210
H -1.677 -0.117 -0.364 0.1289
H -0.773 0.209 1.193 0.1487

---

Which of them is the most stable, and which is the least stable? entry A and entry B, in that order.

---

Entry A
19
Properties=species:S:1:pos:R:3:lowdin_charge:R:1 method="wB97M-V/def2-TZVPD" smiles="CNC(=O)[C@H]1COC1=O.O" gap_ev=10.872 spin_multiplicity=1 e_lumo_ha=0.0231
C 0.993 -2.269 0.673 -0.0500
N -0.086 -1.330 0.915 0.0272
C 0.114 -0.007 0.983 -0.4273
O 1.236 0.485 0.816 0.0295
C -1.122 0.808 0.624 -0.0966
C -1.020 2.225 0.048 -0.0770
O -1.393 1.724 -1.273 0.0330
C -1.754 0.469 -0.723 -0.3925
O -2.460 -0.392 -1.154 0.1564
H 0.598 -3.281 0.798 0.0858
H 1.320 -2.169 -0.370 0.0879
H 1.830 -2.156 1.374 0.0978
H -0.999 -1.634 0.594 0.1379
H -1.845 0.744 1.448 0.1619
H -1.749 2.953 0.415 0.1279
H -0.019 2.664 0.003 0.1269
O 2.207 -0.003 -1.736 -0.1056
H 1.675 0.541 -1.027 0.0547
H 2.474 0.629 -2.408 0.0218

---

Entry B
19
Properties=species:S:1:pos:R:3:lowdin_charge:R:1 method="wB97M-V/def2-TZVPD" smiles="NCC(=O)COCC(=O)O" gap_ev=9.251 spin_multiplicity=1 e_lumo_ha=0.0051
N 0.664 -0.311 -1.599 0.0021
C -0.545 -1.069 -1.332 -0.2198
C -1.707 -0.211 -0.871 -0.3547
O -2.605 0.099 -1.624 0.1104
C -1.728 0.274 0.576 -0.1358
O -0.720 1.198 0.893 -0.0955
C 0.467 0.738 1.468 -0.1319
C 1.649 0.924 0.524 -0.3801
O 2.127 2.005 0.266 0.1360
O 2.588 -0.259 0.404 -0.0352
H 1.607 -0.815 -1.156 0.1600
H 0.484 0.671 -1.779 0.0890
H -0.411 -1.856 -0.572 0.1204
H -0.860 -1.556 -2.267 0.1123
H -2.700 0.755 0.748 0.1373
H -1.670 -0.619 1.223 0.1316
H 0.396 -0.321 1.760 0.1257
H 0.681 1.333 2.371 0.1506
H 2.283 -0.981 0.967 0.0775

---

Entry C
19
Properties=species:S:1:pos:R:3:lowdin_charge:R:1 method="wB97M-V/def2-TZVPD" gap_ev="7.483 / 7.481" spin_multiplicity=1 e_lumo_ha="-0.0387 / -0.0387"
C -0.005 -1.471 -0.021 -0.0801
C 0.645 -0.666 0.934 -0.0227
C -1.406 -1.895 0.141 -0.0463
C -0.089 0.844 0.272 -0.5645
C -0.412 0.449 -1.468 -0.4442
N 1.530 2.157 1.293 0.0726
O 0.974 1.731 0.033 -0.1157
O 0.692 0.373 -2.244 0.0837
O -1.114 1.185 0.850 0.0317
O -1.528 0.483 -1.897 0.1149
H 0.411 0.364 -3.177 0.1292
H 0.542 -1.810 -0.898 0.1323
H 0.806 2.725 1.734 0.0868
H 2.271 2.790 1.004 0.0894
H 0.266 -0.694 1.948 0.1236
H 1.721 -0.583 0.864 0.1091
H -1.876 -2.167 -0.800 0.0902
H -1.451 -2.738 0.838 0.1064
H -1.977 -1.076 0.596 0.1035

---

Entry D
19
Properties=species:S:1:pos:R:3:lowdin_charge:R:1 method="wB97M-V/def2-TZVPD" smiles="CC(=O)C(=O)O.CC(N)=O" gap_ev=9.985 spin_multiplicity=1 e_lumo_ha=-0.0034
C -1.506 -0.509 -1.535 0.0051
C -1.615 0.719 -0.732 -0.3141
O -0.888 1.697 -0.752 0.0565
C -2.726 0.699 0.400 -0.4344
O -3.662 -0.049 0.340 0.1366
O -2.710 1.830 1.105 0.1247
H -2.473 -0.993 -1.630 0.0906
H -1.061 -0.313 -2.509 0.0979
H -0.853 -1.192 -0.969 0.0859
H -1.972 2.392 0.785 0.1156
C 2.860 -1.294 0.817 -0.0106
C 1.540 -0.600 0.573 -0.5744
N 1.654 0.720 0.359 0.1741
O 0.469 -1.200 0.632 0.0176
H 3.558 -1.085 0.009 0.0791
H 3.293 -0.925 1.746 0.0840
H 2.709 -2.367 0.892 0.0821
H 2.534 1.202 0.393 0.1088
H 0.850 1.267 0.075 0.0748

---

Which of them is the most stable, and which is the least stable? entry D and entry C, in that order.

---

Entry A
19
Properties=species:S:1:pos:R:3:lowdin_charge:R:1 method="wB97M-V/def2-TZVPD" smiles="COC#[N+][O-].COC(C)=O" gap_ev=9.735 spin_multiplicity=1 e_lumo_ha=0.0233
C 2.328 1.659 -1.278 -0.0317
O 2.664 1.316 0.090 0.0147
C 2.070 0.225 0.422 -0.1287
N 1.729 -0.889 0.355 -0.0576
O 1.106 -1.920 0.477 -0.0248
H 1.408 1.501 -1.697 0.0475
H 3.067 1.193 -2.059 0.1398
H 2.416 2.708 -1.398 0.0776
C -1.524 0.589 1.897 -0.0427
O -1.736 -0.594 1.123 -0.0840
C -1.348 -0.518 -0.187 -0.5199
C -1.643 -1.893 -0.822 0.0485
O -0.722 0.411 -0.628 0.0724
H -2.626 1.014 2.084 0.1357
H -0.826 1.201 1.412 0.0553
H -1.319 0.138 2.866 0.0878
H -0.730 -2.336 -0.498 0.0576
H -2.532 -2.218 -0.335 0.0773
H -1.784 -1.587 -1.824 0.0752

---

Entry B
19
Properties=species:S:1:pos:R:3:lowdin_charge:R:1 method="wB97M-V/def2-TZVPD" smiles="[H]/N=C(/O)[C@H](O)CC(=O)OC" gap_ev=10.757 spin_multiplicity=1 e_lumo_ha=0.0174
H -2.854 -0.471 0.692 0.0447
N -2.671 -0.892 1.599 0.1602
C -1.445 -0.792 1.943 -0.4485
O -1.117 -1.421 3.072 0.0336
C -0.216 -0.629 1.056 -0.3147
O 0.760 0.112 1.754 0.0087
C -0.533 0.090 -0.241 -0.0423
C 0.681 0.205 -1.130 -0.5056
O 1.511 -0.661 -1.287 0.1166
O 0.710 1.373 -1.758 -0.0316
C 1.795 1.618 -2.649 -0.0403
H -1.808 -2.186 3.098 0.1721
H 0.166 -1.637 0.821 0.1671
H 1.064 -0.398 2.512 0.1030
H -0.942 1.089 -0.045 0.1425
H -1.279 -0.478 -0.817 0.1408
H 1.641 2.628 -3.040 0.0942
H 2.750 1.561 -2.112 0.1007
H 1.787 0.888 -3.468 0.0988

---

Entry C
19
Properties=species:S:1:pos:R:3:lowdin_charge:R:1 method="wB97M-V/def2-TZVPD" gap_ev=7.350 spin_multiplicity=1 e_lumo_ha=0.0024
C -3.006 -0.412 0.389 -0.0239
N -2.111 0.730 0.467 0.0897
C -0.944 0.791 -0.084 -0.2617
O -0.274 -0.213 -0.568 0.0428
C 0.208 1.792 0.046 -0.3890
O 0.278 2.839 0.713 -0.0190
C 1.026 0.828 -0.500 0.0008
C 2.284 0.555 -1.190 -0.1844
O 3.015 -0.003 -0.097 -0.0961
H -2.441 -1.310 0.118 0.0936
H -3.478 -0.560 1.367 0.0959
H -3.778 -0.221 -0.364 0.0964
H -2.375 1.533 1.033 0.1767
H 2.164 -0.161 -2.019 0.1332
H 2.755 1.507 -1.469 0.1370
H 2.680 -0.909 0.080 0.0364
H 0.765 -1.939 0.243 0.0344
O 1.631 -2.315 0.450 -0.0304
H 1.601 -2.531 1.387 0.0674

---

Which of them is the most stable, and which is the least stable? entry B and entry A, in that order.